C26H29N3Ta as an isolated structure, computed with ωB97M-V/def2-TZVPD.

XYZ file:
```
59
Properties=species:S:1:pos:R:3
C -0.622 1.110 3.716
C -1.771 -1.594 1.944
C 3.671 0.901 -1.858
C -2.447 2.782 1.302
N 1.290 0.717 -1.919
C -1.725 3.524 0.387
H 2.562 1.116 4.890
H 4.676 0.946 -3.762
H -1.645 1.176 4.066
C 1.313 -2.209 1.539
H -3.408 -1.839 -1.915
H 2.265 -2.577 1.162
C 2.539 0.781 -3.963
H -1.713 -1.255 -3.426
H -1.659 3.428 -1.830
C -0.889 -1.883 -3.082
C 1.748 1.078 4.178
N 2.362 0.860 0.142
C -1.059 -1.636 0.643
C 0.965 0.934 1.932
H 2.530 0.763 -5.044
H -2.850 -1.518 1.818
H 3.047 0.939 2.470
H 2.726 -1.671 -1.045
H -1.559 -2.506 2.512
H 4.556 0.991 -1.242
Ta -0.534 0.647 -0.894
C 3.725 0.879 -3.249
N 1.181 0.825 0.497
C -0.656 -1.764 -1.607
H -3.559 -2.559 -0.315
C 0.600 -1.939 -0.928
H -3.315 1.311 -1.586
H 0.220 1.213 5.683
C -1.673 -1.616 -0.631
H 1.937 -1.938 -2.618
H -1.151 1.016 1.636
C 2.443 0.815 -1.259
C -1.951 2.972 -0.889
C -3.163 -1.703 -0.865
C 0.354 -1.898 0.458
H -1.426 -0.777 2.564
C 1.923 -2.200 -1.562
C 2.027 0.980 2.827
H 0.005 -1.648 -3.658
C 0.428 1.136 4.623
C -2.803 1.799 -0.761
H -2.574 3.009 2.353
H 2.159 -3.267 -1.492
C 1.344 0.708 -3.274
H -3.699 -0.835 -0.484
H -1.158 -2.915 -3.331
C -3.107 1.671 0.579
H -3.780 0.952 1.028
H -1.143 4.406 0.608
H 0.886 -2.963 2.208
C -0.341 1.009 2.361
H 1.493 -1.329 2.168
H 0.403 0.642 -3.807
```

* charge: +3
* 2S+1: 1
* energy above the lowest of the compared OMol25 structures with the same formula, charge and spin: 5.3969 eV


A 2-piece molecular cluster, C10H13NO3 overall, computed with ωB97M-V/def2-TZVPD.

XYZ file:
```
27
Properties=species:S:1:pos:R:3
C 1.162 0.538 -0.827
C -0.103 1.064 1.911
H 1.794 1.385 -0.436
H 0.348 -1.275 -3.722
C -1.872 -1.078 2.130
C -0.420 -1.265 2.140
H -2.691 -1.819 1.998
O -1.255 0.765 -0.588
C -1.517 1.396 2.171
C 1.144 0.480 -2.401
H 2.113 1.026 -2.768
H -1.835 2.000 1.289
N 0.749 2.187 1.946
H -0.033 -2.296 2.077
H 1.481 -1.832 -2.655
H -0.088 -1.445 -2.259
C 0.802 -1.043 -2.760
C -0.144 0.724 -0.181
C 0.415 -0.242 2.162
H -3.417 0.244 2.126
H 1.489 -0.338 2.254
H -1.663 2.070 3.055
C -2.333 0.195 2.196
H 0.283 0.990 -2.800
H 1.652 -0.341 -0.321
O 1.937 2.025 1.598
O 0.321 3.291 2.215
```

* 2S+1: 1
* energy above the lowest of the compared OMol25 structures with the same formula, charge and spin: 6.7917 eV


A 2-piece molecular cluster, C6H7F3O3 overall, computed with ωB97M-V/def2-TZVPD.

XYZ file:
```
19
Properties=species:S:1:pos:R:3
C 0.110 1.995 -0.102
H -0.329 -1.435 1.469
H 2.768 -0.010 0.330
F 0.841 0.445 1.606
F 0.485 2.408 -1.342
H 2.171 -0.380 -1.310
C -3.641 -0.863 -0.207
C 0.764 0.522 0.215
F 0.681 2.836 0.873
H 2.606 1.419 -0.694
C -0.011 -1.804 0.487
O -4.222 -1.703 -0.708
H 1.066 -2.087 0.846
C 2.129 0.403 -0.498
C -0.109 -0.590 -0.351
H -0.487 -2.710 0.303
O -3.081 -0.036 0.343
O -0.777 -0.447 -1.325
H -0.963 2.037 0.065
```

* SMILES string: CC(=O)[C@](C)(F)C(F)F.O=C=O
* 2S+1: 1
* energy above the lowest of the compared OMol25 structures with the same formula, charge and spin: 0.1713 eV


A 2-piece molecular cluster, C3H7ClN2O overall, computed with ωB97M-V/def2-TZVPD.

XYZ file:
```
14
Properties=species:S:1:pos:R:3
H -0.072 0.011 -2.141
H -1.092 -2.427 -1.053
H 1.711 0.543 1.406
H -2.737 1.468 0.394
N -1.805 1.640 0.007
Cl -2.353 -0.790 -2.908
H 1.371 -0.594 0.384
H 2.129 0.867 -0.273
O 0.328 1.125 -0.008
C -0.866 -0.764 -1.943
N -0.496 -1.597 -1.120
H -1.096 0.128 1.200
C 1.499 0.466 0.411
C -0.906 0.899 0.463
```

* SMILES string: [H]/N=C/OC.[H]/N=C\Cl
* 2S+1: 1
* energy above the lowest of the compared OMol25 structures with the same formula, charge and spin: 1.5927 eV


C79H136F16N19O37S16 as an isolated structure, computed with ωB97M-V/def2-TZVPD.

XYZ file:
```
303
Properties=species:S:1:pos:R:3
H 3.279 -1.506 -11.132
H 3.280 -4.009 3.219
C 4.589 -4.907 -0.354
C 5.764 4.908 -4.612
O 6.269 -2.060 -4.748
C 2.118 -5.441 -1.043
C 0.928 -4.691 -1.143
C 4.311 5.022 6.232
H 6.513 -4.419 0.570
O -1.813 -1.858 -3.913
H -4.523 1.661 -6.218
H 7.268 6.302 -2.688
H 4.874 -4.862 -6.541
C 4.481 -3.270 -11.116
N -6.295 -5.311 1.159
H -6.031 -3.705 9.832
C -5.096 -3.453 7.129
C -6.192 -2.835 9.176
S -2.786 0.343 7.376
H 5.971 -5.691 -7.694
C -6.359 3.436 7.321
C 5.828 4.769 6.344
H -3.599 5.898 9.664
H -6.398 -4.823 -0.885
C -4.820 1.836 -5.147
O -5.905 1.857 2.312
C -6.424 3.589 4.825
H 4.196 6.676 5.038
H 4.602 5.213 4.137
C -6.291 -4.110 5.191
H 3.074 -7.150 -1.872
C -1.943 1.275 -1.365
N -5.266 -0.658 1.936
H -0.857 -2.062 0.447
C -1.086 -6.593 -3.523
C -6.332 -4.389 3.714
O 8.166 -2.511 -0.497
H 5.247 4.013 -4.976
O -0.294 1.818 -5.945
H 3.234 -3.410 -12.912
O 0.714 -3.255 -7.065
S -2.126 -5.081 1.122
H -1.777 0.293 -0.937
H 3.444 -1.428 -0.256
S -2.164 -1.636 5.409
H -3.926 3.273 5.833
C -6.069 4.061 8.661
H -3.332 3.458 -5.089
S 7.217 -1.559 -0.904
S 0.624 1.139 -5.093
H -2.058 3.722 -1.896
C 1.989 4.249 4.362
O 5.537 -5.192 -10.308
H -2.068 -0.635 2.187
H -7.433 -6.935 1.761
C 2.211 -6.511 -1.873
S -1.321 -7.915 0.451
O 3.748 -1.373 1.924
O 6.242 -3.667 -2.911
H 1.210 5.266 6.715
C 2.909 -2.447 -9.295
H -7.378 3.125 7.183
H -0.962 2.677 2.832
O 3.062 -0.102 4.030
H 3.062 -5.480 -7.457
C 3.063 4.271 -3.295
H -7.319 5.694 6.615
O 0.405 -5.645 -6.213
F 8.302 -2.914 -3.844
N 2.182 1.209 -5.335
H -0.685 -7.032 -4.406
C 3.832 -2.090 -10.387
O 2.072 1.503 -7.846
H -2.446 1.817 -0.539
S -0.049 -4.329 -6.470
H 6.244 4.607 7.335
S 4.027 -0.370 2.968
H -7.147 -2.269 9.357
H 5.471 -3.309 3.729
C -3.516 2.440 -4.669
N 0.060 -6.222 -2.715
C -6.973 -5.990 2.089
H 5.866 7.308 -2.964
C 2.111 3.541 5.698
C -6.314 5.677 6.223
C -5.636 -3.663 2.769
H 2.527 -5.317 -9.143
H 5.907 6.449 -1.414
H -5.599 6.159 6.938
C 5.763 -4.144 3.087
N -3.262 2.567 -3.175
O -2.615 6.168 1.035
C 1.387 0.424 0.878
H 6.146 3.949 5.686
C -7.409 -3.686 7.255
S 5.443 1.967 3.202
C -7.472 -4.136 5.963
H -5.277 5.850 10.305
H -5.980 -1.047 -4.292
H 2.213 0.919 0.406
C 5.458 5.258 -3.213
C 3.737 -3.069 -8.127
H 6.788 -3.956 2.705
N -6.254 -3.348 7.796
F -2.463 4.667 2.982
C 4.842 2.830 -1.980
H 6.133 1.142 -2.631
H 0.078 3.941 6.259
H 1.858 1.654 6.704
N -0.771 4.457 1.128
H 2.668 3.819 3.582
H -2.359 1.513 3.067
H 3.621 6.145 -3.836
H -8.111 2.519 5.370
H 5.622 5.740 -5.297
H -3.926 0.685 -2.386
S 6.827 -2.493 -3.521
H -6.447 7.498 5.266
H 6.117 2.391 -0.227
C 1.926 2.071 5.702
N 3.522 3.752 6.307
O -2.169 -8.600 1.332
C -6.276 -5.775 -0.261
N -2.813 -1.133 6.784
H 4.691 6.783 7.396
F -3.081 -3.867 -4.278
C -5.145 4.307 -2.893
C 3.190 -5.109 -0.018
F -1.280 0.455 7.940
F 1.054 5.975 0.638
C -2.190 3.649 -2.967
O -2.316 -3.155 5.452
H -5.706 2.503 -5.060
H 0.282 -2.210 -3.986
O -0.913 -0.969 5.021
F 5.381 -0.952 3.787
C -1.269 1.701 3.113
H 2.889 2.249 -2.384
O 1.471 3.758 0.460
H -4.366 2.960 -1.423
F 6.940 1.751 2.860
O -4.763 4.473 8.781
H 4.200 -2.093 -2.599
C 2.718 -4.730 1.198
H 4.371 2.037 -0.045
H 2.591 -1.479 -8.895
C -4.363 4.291 5.940
C 3.146 -1.952 -2.308
H -7.089 -6.435 -0.536
H -8.402 -4.339 5.409
F -1.212 -4.478 -7.528
C 4.402 -4.368 -8.515
S 0.396 4.684 0.183
H 3.893 -2.258 -4.549
H 6.322 -3.768 -12.057
H 4.619 -1.450 -10.024
H 0.962 4.119 4.146
H 5.900 -5.066 3.742
H 5.458 -2.654 -12.835
C 3.619 -4.376 2.212
H -2.557 4.521 -3.456
H 0.732 -3.805 -0.510
H -4.144 -3.819 5.283
H 2.884 3.568 -1.244
O -5.031 0.595 -4.435
N -0.582 0.789 2.152
H -6.061 4.172 3.982
S 2.884 1.423 -6.682
C 3.334 -5.529 -8.486
H -3.916 4.728 6.836
H 3.336 3.825 -4.238
C 3.930 5.492 -3.014
H 6.371 -2.152 -11.369
O -0.852 -8.417 -0.848
C -2.943 1.200 -2.580
N 4.904 -4.330 -9.944
C 1.184 -6.939 -2.626
O 7.000 3.598 -2.336
S -5.368 -0.538 0.369
O -2.786 1.462 6.477
N 4.667 0.853 2.357
S -2.018 -2.786 -4.955
H -5.249 -6.126 -0.388
O 3.917 2.891 7.131
O -5.147 0.800 -0.185
O -6.277 -1.439 -0.302
O 0.051 4.905 -1.209
C 2.456 5.661 4.492
C 1.051 4.169 6.650
H -5.457 4.234 -3.874
H 2.957 6.393 7.347
H 3.817 -6.465 -8.769
H -2.791 1.753 -5.097
H 6.214 -3.942 -7.355
H -5.209 2.173 -2.753
H 2.388 6.131 3.480
H -1.579 -7.344 -2.930
H 2.774 1.657 5.121
H -5.634 -0.598 -5.983
H 1.660 -4.717 1.450
N -0.726 -3.682 -5.135
C 5.088 2.708 -0.456
H 2.606 -3.399 -4.812
H -6.888 6.149 4.185
H 4.947 3.695 -0.026
H 1.872 6.341 5.041
H -1.042 1.657 -1.795
H -4.038 4.739 5.000
C 5.497 -4.741 -7.464
H 3.063 -3.219 -7.293
N -1.812 -6.414 0.282
O 0.335 1.255 -3.652
H 2.071 -3.126 -9.583
H 1.021 1.793 5.119
H 3.735 5.940 -2.051
C -7.015 -5.586 3.395
C 6.209 6.381 -2.526
O 3.983 2.256 -6.550
H -4.243 -3.227 7.723
C -4.460 5.198 9.958
H -5.081 -3.707 0.748
C 0.787 -0.732 0.383
C 0.648 1.178 1.754
C 3.944 5.645 4.901
H 4.746 1.523 -3.814
N 5.734 3.909 -2.418
S -1.632 5.598 1.864
H 4.499 -2.369 -7.835
H 4.420 0.892 -2.276
O -3.701 0.439 8.463
N 7.120 -1.351 -2.459
H -6.374 3.219 9.378
H -1.739 -5.778 -3.663
C 3.536 -3.975 -12.019
H -5.161 6.416 4.598
C 5.736 -2.917 -11.849
H -5.793 2.487 7.216
H -1.253 3.273 -3.415
O -5.172 0.494 4.157
H -7.492 -6.221 4.101
O 5.182 3.194 2.557
O 7.210 -0.251 -0.412
C -5.971 -0.230 -5.007
F 0.018 -7.645 1.310
C 3.954 5.971 7.411
H 1.250 -7.876 -3.212
F -7.311 0.168 3.214
H 3.923 5.407 8.327
F 3.631 0.006 -6.836
H 0.968 2.181 1.978
F -3.209 -1.123 4.317
H -1.068 -4.620 -1.823
C 3.343 3.232 -2.176
H -6.902 0.287 -5.131
O -0.726 6.414 2.615
H -5.347 -2.168 9.311
C -6.187 6.482 4.930
F -0.762 -4.973 2.028
C 5.129 1.528 -2.741
C 0.917 -1.880 -3.132
C -7.881 3.271 4.631
H -8.323 -3.587 7.854
O -2.230 -4.024 0.180
C 2.764 -1.562 -1.059
H 4.201 -4.754 -12.388
H 1.974 4.525 -3.354
N -5.852 4.257 6.081
S -5.710 0.532 2.831
H -5.839 2.676 4.846
C -4.531 2.953 -2.503
C 5.449 -4.585 0.687
C -0.426 -1.160 0.866
C -5.649 -4.209 1.509
H 2.487 -1.792 -5.435
H -2.491 0.571 -3.317
C -5.083 -3.849 5.831
H 2.650 -4.506 -11.592
F 0.390 -0.429 -5.300
H -0.847 1.432 4.067
O -2.633 -2.287 -6.135
F 5.774 -2.250 -0.438
H 6.335 5.733 6.083
H -6.714 4.976 8.779
C 2.850 -2.386 -4.617
N 4.935 -4.346 1.923
N 2.246 -2.035 -3.320
H -5.989 4.460 -2.267
F -3.912 -1.308 0.096
O 5.240 1.858 4.621
O -3.126 -5.475 2.071
C 0.445 -1.496 -1.913
H 6.795 4.636 -4.763
H -0.629 -1.448 -1.817
C -1.085 -0.419 1.837
H 1.031 3.705 7.633
H -4.121 4.503 10.702
C 1.378 -1.282 -0.854
H -8.487 4.153 4.808
H -5.123 -2.785 2.975
H -8.109 2.901 3.650
H -4.403 5.135 -2.847
H 5.069 -5.077 -1.368
C -0.108 -5.109 -1.939
```

* charge: +3
* 2S+1: 1
* energy: -14883.68396 Eh


C20H44GaNOP3Se as an isolated structure, computed with ωB97M-V/def2-TZVPD.

XYZ file:
```
71
Properties=species:S:1:pos:R:3
H -0.584 0.789 0.300
H 3.728 -3.195 2.183
H -7.179 4.475 -4.054
C -3.241 -0.845 -4.188
H -1.167 -3.438 -0.451
C -2.534 -1.365 1.056
H 1.211 3.399 -2.140
H -4.787 0.667 -4.213
C -3.869 0.323 -3.744
C 3.087 -2.690 -0.592
H -2.708 -0.340 1.392
C -2.122 0.598 -2.085
C 1.903 2.643 3.866
P 1.801 1.348 -0.932
P 2.628 -1.515 0.756
C -0.742 -3.485 0.553
H -7.333 1.462 -4.714
H -1.058 -1.499 3.735
H 5.041 -1.335 1.277
H -2.761 -1.415 -0.011
C 2.764 -2.674 2.194
H -3.186 -2.053 1.607
N 1.641 1.241 4.153
H 3.433 -0.050 -2.114
H 2.111 1.576 6.196
C 3.127 2.527 -0.389
H 0.284 -3.855 0.479
H 0.119 2.036 -2.532
H 2.953 2.886 4.136
C -2.066 -1.289 -3.587
H 4.527 -0.120 0.080
H -1.519 -3.130 3.206
C 1.797 0.758 5.512
H 4.126 0.109 1.787
C -7.491 3.437 -3.974
C 0.661 2.544 -1.731
Ga 0.726 -0.192 0.480
H 1.113 -0.665 3.450
H -3.774 1.948 -2.332
C 1.271 0.359 3.182
H 3.794 2.734 -1.234
H -0.066 2.890 -0.992
H 2.298 -3.443 -0.686
H 1.962 0.221 -3.085
C -7.022 2.500 -4.794
H -3.670 -1.417 -5.008
H 2.694 3.470 -0.052
H 0.197 -2.694 3.359
H 1.218 3.280 4.464
H -1.321 -4.171 1.180
H 3.141 -2.156 -1.543
C -3.300 1.038 -2.690
C -0.790 -2.323 3.070
Se 0.140 -1.283 -1.787
H -6.307 2.733 -5.579
H 0.833 0.344 5.878
H -1.586 -2.199 -3.939
H 4.044 -3.185 -0.393
C 2.686 0.690 -2.415
H 3.715 2.101 0.428
H 1.760 2.894 2.794
H 2.571 -0.038 5.542
O 1.139 0.718 2.021
H -1.678 1.153 -1.263
H 1.965 -3.418 2.157
C -1.487 -0.572 -2.525
H -8.206 3.204 -3.189
P -0.764 -1.794 1.292
H 3.196 1.509 -2.933
H 2.672 -2.119 3.130
C 4.241 -0.640 0.997
```

* charge: +3
* 2S+1: 1
* energy above the lowest of the compared OMol25 structures with the same formula, charge and spin: 0.0000 eV


2S+1 of number 5 (C79H136F16N19O37S16)?
1